Run a
{"formula": "CH4BrClOSi", "method": "the ωB97M-V functional and the def2-TZVPD basis", "elements": ["C", "O", "Si", "Cl", "Br", "H", "H", "H", "H"], "positions_angstrom": [[1.0413, 0.3940, 0.6523], [-0.2051, -0.0311, 0.7704], [-1.3571, -0.4313, -0.4335], [1.1047, 1.9243, -0.3472], [2.2270, -0.9681, -0.1592], [1.5216, 0.4944, 1.6492], [-1.5835, 0.5614, -1.4306], [-2.1743, -0.7121, 0.6808], [-0.5745, -1.2314, -1.3822]], "homo_lumo_gap_ev": 10.82, "e_homo_ev": -10.343, "multiplicity": 1, "total_charge": 0, "smiles": "[SiH3]O[C@H](Cl)Br"}

***

Run b
{"formula": "CH4BrClOSi", "method": "the ωB97M-V functional and the def2-TZVPD basis", "elements": ["C", "O", "Si", "Cl", "Br", "H", "H", "H", "H"], "positions_angstrom": [[0.2420, -0.5380, 1.6235], [0.7574, 0.1282, -0.3433], [-0.3577, 0.3788, -1.4549], [-0.0881, 0.8171, 2.4518], [1.8977, -1.3635, 1.8965], [-0.6135, -1.0120, 1.1665], [-1.2424, -0.6971, -1.2691], [0.6426, 0.6690, -2.5264], [-1.2382, 1.6174, -1.5446]], "homo_lumo_gap_ev": 8.44, "e_homo_ev": -9.554, "multiplicity": 1, "total_charge": 0}

***

How do the structures above rank in stability at the extremes? run a comes first and run b comes last.